Here is 9 unconnected molecules or ions with the total composition C18H54O9 from the Open Molecules 2025 dataset. Energies are from ωB97M-V/def2-TZVPD.

Last columns: bonded neighbours and bond lengths (Å).
Atoms and positions in Å:
1 C 6.2486 7.5259 7.8937  C2 1.525, H4 1.090, H5 1.090, H6 1.090
2 C 4.9272 7.4767 7.1330  C1 1.525, O3 1.440, H7 1.090, H8 1.090
3 O 4.9739 6.4213 6.1548  C2 1.440, H9 0.960
4 H 6.2100 8.3362 8.6217  C1 1.090
5 H 7.1113 7.6776 7.2449  C1 1.090
6 H 6.4864 6.6365 8.4772  C1 1.090
7 H 4.6592 8.4386 6.6960  C2 1.090
8 H 4.0856 7.3238 7.8086  C2 1.090
9 H 4.1107 6.0027 6.1878  O3 0.960
10 C -1.7886 4.2728 -7.4701  C11 1.482, H13 1.090, H14 1.090, H15 1.090
11 C -1.6746 3.0830 -6.5938  C10 1.482, O12 1.443, H16 1.090, H17 1.090
12 O -0.3384 3.1082 -6.0484  C11 1.443, H18 0.960
13 H -1.6322 5.1031 -6.7814  C10 1.090
14 H -2.7825 4.3996 -7.8993  C10 1.090
15 H -1.0056 4.4404 -8.2097  C10 1.090
16 H -1.9040 2.1802 -7.1600  C11 1.090
17 H -2.4005 3.0670 -5.7809  C11 1.090
18 H -0.3555 2.9013 -5.1111  O12 0.960
19 C 5.9118 -6.4049 2.4810  C20 1.516, H22 1.090, H23 1.090, H24 1.090
20 C 5.4322 -7.7605 2.9627  C19 1.516, O21 1.387, H25 1.090, H26 1.090
21 O 6.4445 -8.6951 3.1206  C20 1.387, H27 0.960
22 H 6.6250 -6.0965 3.2454  C19 1.090
23 H 5.1080 -5.6696 2.4448  C19 1.090
24 H 6.5359 -6.3153 1.5919  C19 1.090
25 H 4.7230 -8.1997 2.2611  C20 1.090
26 H 4.8245 -7.7201 3.8666  C20 1.090
27 H 5.9730 -9.5309 3.0945  O21 0.960
28 C -8.0090 -0.3979 3.3947  C29 1.475, H31 1.090, H32 1.090, H33 1.090
29 C -8.9813 -1.0743 2.5155  C28 1.475, O30 1.358, H34 1.090, H35 1.090
30 O -9.4571 -0.2086 1.5843  C29 1.358, H36 0.960
31 H -8.4550 0.1764 4.2067  C28 1.090
32 H -7.4048 0.3053 2.8215  C28 1.090
33 H -7.3685 -1.1095 3.9158  C28 1.090
34 H -9.8355 -1.4642 3.0691  C29 1.090
35 H -8.6016 -1.9938 2.0702  C29 1.090
36 H -9.5414 -0.6094 0.7161  O30 0.960
37 C -0.9372 -0.0716 0.9820  C38 1.499, H40 1.090, H41 1.090, H42 1.090
38 C 0.3914 0.6159 0.8894  C37 1.499, O39 1.422, H43 1.090, H44 1.090
39 O 0.4508 1.4802 -0.2386  C38 1.422, H45 0.960
40 H -0.8000 -0.9599 1.5987  C37 1.090
41 H -1.3679 -0.4492 0.0546  C37 1.090
42 H -1.7613 0.5668 1.3004  C37 1.090
43 H 1.1515 -0.1488 0.7291  C38 1.090
44 H 0.6564 1.1566 1.7980  C38 1.090
45 H 1.0698 2.2074 -0.1409  O39 0.960
46 C -7.8773 -0.7474 -3.8435  C47 1.530, H49 1.090, H50 1.090, H51 1.090
47 C -9.2782 -1.0053 -4.4022  C46 1.530, O48 1.436, H52 1.090, H53 1.090
48 O -10.1131 -1.7820 -3.5293  C47 1.436, H54 0.960
49 H -7.8539 -0.1711 -2.9186  C46 1.090
50 H -7.3104 -0.2031 -4.5987  C46 1.090
51 H -7.3200 -1.6377 -3.5519  C46 1.090
52 H -9.1896 -1.3474 -5.4333  C47 1.090
53 H -9.7527 -0.0377 -4.5657  C47 1.090
54 H -10.9761 -1.6646 -3.9331  O48 0.960
55 C 4.8991 6.0491 -8.2589  C56 1.501, H58 1.090, H59 1.090, H60 1.090
56 C 5.2933 4.9072 -7.3676  C55 1.501, O57 1.376, H61 1.090, H62 1.090
57 O 4.7811 5.1483 -6.1132  C56 1.376, H63 0.960
58 H 5.3174 6.0284 -9.2653  C55 1.090
59 H 5.0207 7.0831 -7.9364  C55 1.090
60 H 3.8494 5.8437 -8.4688  C55 1.090
61 H 6.3742 4.7759 -7.4188  C56 1.090
62 H 4.8292 3.9813 -7.7073  C56 1.090
63 H 3.8963 4.7760 -6.1077  O57 0.960
64 C 4.7837 -0.1832 7.0025  C65 1.500, H67 1.090, H68 1.090, H69 1.090
65 C 3.5527 -0.7364 7.6566  C64 1.500, O66 1.371, H70 1.090, H71 1.090
66 O 2.5942 0.2126 7.4120  C65 1.371, H72 0.960
67 H 5.7122 -0.7141 7.2123  C64 1.090
68 H 4.9393 0.8601 7.2770  C64 1.090
69 H 4.6396 -0.1851 5.9221  C64 1.090
70 H 3.6765 -0.7749 8.7389  C65 1.090
71 H 3.2511 -1.7649 7.4582  C65 1.090
72 H 1.8979 0.2641 8.0710  O66 0.960
73 C -0.1652 -7.7488 -2.0210  C74 1.501, H76 1.090, H77 1.090, H78 1.090
74 C -1.3594 -7.0196 -2.5639  C73 1.501, O75 1.355, H79 1.090, H80 1.090
75 O -1.2699 -7.1920 -3.9050  C74 1.355, H81 0.960
76 H -0.4018 -7.7167 -0.9575  C73 1.090
77 H 0.7867 -7.2185 -2.0478  C73 1.090
78 H -0.0068 -8.7230 -2.4836  C73 1.090
79 H -1.2183 -5.9547 -2.3788  C74 1.090
80 H -2.3631 -7.3238 -2.2669  C74 1.090
81 H -1.3471 -8.1011 -4.2036  O75 0.960

Multiplicity: 1
Lowest unoccupied orbital energy in eV: 0.53
Structure (SMILES): CCO.CCO.CCO.CCO.CCO.CCO.CCO.CCO.CCO
Highest occupied orbital energy in eV: -10.00
Net charge: 0
Energy above the lowest of the compared OMol25 structures with the same formula, charge and spin in kcal per mole: 140.88
HOMO-LUMO gap in eV: 10.54
Energy in eV: -37963.7564

Charges computed using Mulliken, reported in e: -1.01 -0.20 -0.51 0.32 0.28 0.29 0.24 0.28 0.31 -1.04 -0.13 -0.52 0.27 0.32 0.29 0.22 0.27 0.30 -1.03 -0.20 -0.52 0.27 0.31 0.31 0.27 0.26 0.32 -0.97 -0.19 -0.51 0.26 0.29 0.31 0.21 0.30 0.30 -1.05 -0.12 -0.52 0.31 0.31 0.29 0.21 0.28 0.30 -1.03 -0.20 -0.51 0.27 0.32 0.30 0.28 0.26 0.31 -0.91 -0.23 -0.52 0.33 0.28 0.23 0.28 0.23 0.32 -1.00 -0.15 -0.52 0.34 0.27 0.26 0.24 0.27 0.30 -0.90 -0.22 -0.53 0.29 0.25 0.31 0.22 0.27 0.30